i) Here is an isolated molecule of ClPS from the OMol25 dataset. Energies are from ωB97M-V/def2-TZVPD.

Geometry as XYZ:
```
3
Properties=species:S:1:pos:R:3:mulliken_charge:R:1
S 1.203 0.796 -1.276 -0.23
P 0.379 0.673 0.511 0.43
Cl 0.006 0.118 2.353 -0.20
```

Calculated values
net charge	0
highest occupied orbital energy	-8.3719	eV
SMILES string	S=PCl


ii) Here is a 2-piece molecular cluster, ClPS overall from the OMol25 dataset. Energies are from ωB97M-V/def2-TZVPD.

Geometry as XYZ:
```
3
Properties=species:S:1:pos:R:3:mulliken_charge:R:1
P -0.541 -0.115 -0.439 0.36
S -0.692 -1.403 -1.866 -0.10
Cl 1.232 1.518 2.305 -0.26
```

Calculated values
net charge	0
highest occupied orbital energy (alpha / beta)	-10.9234 / -8.1719	eV


The structure with the least stability is ii).


i) Here is an isolated molecule of C22H29N3O5S from the OMol25 dataset. Energies are from ωB97M-V/def2-TZVPD.

Geometry as XYZ:
```
60
Properties=species:S:1:pos:R:3:mulliken_charge:R:1
C 3.049 3.317 -0.787 -1.21
C 2.689 2.037 -1.534 0.30
O 1.390 2.072 -2.102 -0.48
C 0.301 1.872 -1.328 0.26
C 0.318 1.583 0.038 0.26
C -0.879 1.392 0.711 -0.66
C -2.079 1.474 0.037 -0.14
S -3.608 1.367 0.959 1.38
O -4.450 2.440 0.525 -0.75
O -3.274 1.248 2.351 -0.71
N -4.388 -0.037 0.547 -0.21
C -4.003 -1.272 1.188 -0.62
C -3.594 -2.364 0.193 -0.99
C -2.570 -1.866 -0.813 0.76
O -2.936 -1.409 -1.883 -0.65
N -1.260 -1.982 -0.503 0.22
C -0.700 -2.195 0.814 0.47
C 0.477 -3.184 0.727 -1.80
N 1.469 -2.788 -0.244 0.15
C 2.464 -1.871 0.107 0.83
C 3.533 -1.654 -0.773 -0.26
C 4.556 -0.791 -0.459 -0.82
C 4.569 -0.106 0.758 0.72
O 5.615 0.751 0.956 -0.48
C 5.688 1.439 2.179 -0.87
C 3.537 -0.337 1.654 -0.81
C 2.504 -1.204 1.330 -0.56
C 0.845 -2.656 -1.546 -1.43
C -0.270 -1.607 -1.496 0.09
C -2.111 1.752 -1.318 -0.55
C -0.929 1.948 -1.997 -0.68
H 2.379 3.484 0.053 0.23
H 4.068 3.239 -0.419 0.41
H 2.979 4.170 -1.456 0.37
H 3.353 1.915 -2.394 0.40
H 2.802 1.161 -0.888 -0.34
H 1.245 1.505 0.583 0.38
H -0.897 1.206 1.774 0.50
H -4.634 -0.108 -0.427 0.34
H -3.195 -1.024 1.881 0.37
H -4.850 -1.638 1.782 0.31
H -4.476 -2.639 -0.390 0.38
H -3.247 -3.247 0.728 0.38
H -1.450 -2.582 1.500 0.59
H -0.343 -1.229 1.195 -0.40
H 0.942 -3.306 1.705 0.50
H 0.091 -4.160 0.411 0.46
H 3.571 -2.185 -1.711 0.48
H 5.372 -0.630 -1.146 0.43
H 4.826 2.098 2.325 0.32
H 5.764 0.749 3.026 0.36
H 6.594 2.041 2.126 0.24
H 3.511 0.154 2.614 0.42
H 1.727 -1.344 2.065 0.30
H 1.578 -2.361 -2.294 0.39
H 0.431 -3.629 -1.826 0.34
H -0.780 -1.520 -2.456 0.60
H 0.165 -0.636 -1.237 -0.40
H -3.061 1.828 -1.821 0.42
H -0.918 2.169 -3.052 0.47
```

Calculated values
net charge	0
highest occupied orbital energy	-7.7718	eV
SMILES string	CCOc1ccc(S(=O)(=O)NCCC(=O)N2CCN(c3ccc(OC)cc3)CC2)cc1


ii) Here is an isolated molecule of C22H29N3O5S from the OMol25 dataset. Energies are from ωB97M-V/def2-TZVPD.

Geometry as XYZ:
```
60
Properties=species:S:1:pos:R:3:mulliken_charge:R:1
C 5.225 -0.624 -3.101 -0.70
O 4.104 -1.474 -3.227 -0.33
C 3.077 -0.967 -4.046 -0.66
C 2.311 0.230 -3.471 -0.70
C 1.280 -0.155 -2.412 -1.11
N 1.872 -0.860 -1.284 0.48
C 1.116 -1.969 -0.745 -0.96
C -0.398 -1.713 -0.605 0.58
O -1.204 -2.430 -1.165 -0.69
N -0.678 -0.651 0.173 0.12
C -1.929 -0.124 0.520 0.51
C -3.140 -0.674 0.112 -0.53
C -4.330 -0.103 0.511 -0.54
C -4.368 1.041 1.318 1.16
N -5.593 1.537 1.750 -0.07
C -5.663 2.589 2.743 -1.01
C -5.650 3.976 2.087 -0.37
O -6.715 4.097 1.168 -0.41
C -6.651 3.091 0.182 -0.59
C -6.684 1.687 0.806 -0.69
C -3.141 1.581 1.720 -0.28
C -1.948 1.007 1.331 -1.48
S 2.663 0.063 -0.142 1.30
O 3.437 1.062 -0.815 -0.70
O 1.738 0.549 0.862 -0.91
C 3.747 -1.122 0.649 -0.03
C 4.365 -2.106 -0.098 0.08
C 5.227 -2.985 0.538 -0.98
C 5.462 -2.869 1.899 -0.42
C 4.835 -1.877 2.636 -0.67
C 3.970 -0.996 2.007 -0.44
H 6.023 -1.228 -2.671 0.23
H 5.543 -0.254 -4.083 0.37
H 5.021 0.223 -2.440 0.26
H 2.395 -1.809 -4.197 0.32
H 3.502 -0.680 -5.020 0.38
H 1.778 0.722 -4.287 0.48
H 3.013 0.942 -3.041 0.38
H 0.533 -0.819 -2.854 0.58
H 0.770 0.753 -2.065 0.19
H 1.530 -2.206 0.239 0.58
H 1.244 -2.839 -1.399 0.20
H 0.114 -0.137 0.562 0.03
H -3.143 -1.555 -0.506 0.53
H -5.251 -0.574 0.205 0.42
H -4.854 2.484 3.464 0.49
H -6.615 2.467 3.273 0.37
H -5.798 4.763 2.828 0.35
H -4.693 4.137 1.568 0.32
H -7.514 3.249 -0.468 0.39
H -5.726 3.201 -0.407 0.31
H -6.620 0.941 0.017 0.33
H -7.626 1.555 1.348 0.33
H -3.101 2.464 2.338 0.27
H -1.012 1.441 1.650 0.45
H 4.162 -2.177 -1.155 0.77
H 5.715 -3.762 -0.031 0.44
H 6.136 -3.556 2.389 0.40
H 5.017 -1.789 3.696 0.41
H 3.458 -0.216 2.550 0.47
```

Calculated values
net charge	0
highest occupied orbital energy	-7.2041	eV
SMILES string	COCCCN(CC(=O)Nc1ccc(N2CCOCC2)cc1)S(=O)(=O)c1ccccc1


The structure with the least stability is ii).


i) Here is C3H4 as an isolated structure from the OMol25 dataset. Energies are from ωB97M-V/def2-TZVPD.

Geometry as XYZ:
```
7
Properties=species:S:1:pos:R:3:mulliken_charge:R:1
C 0.057 0.773 -0.779 -0.83
H 0.616 0.469 -1.671 0.20
H -0.884 1.280 -1.021 0.21
H 0.668 1.305 -0.035 0.25
C -0.499 -0.986 0.116 -0.62
C -0.260 -1.527 1.237 -0.38
H 0.301 -1.313 2.154 0.17
```

Calculated values
net charge	-1
highest occupied orbital energy (alpha / beta)	-0.5501 / -3.1996	eV
multiplicity	2


ii) Here is a 2-piece molecular cluster, C3H4 overall from the OMol25 dataset. Energies are from ωB97M-V/def2-TZVPD.

Geometry as XYZ:
```
7
Properties=species:S:1:pos:R:3:mulliken_charge:R:1
C -1.143 0.047 -1.111 -0.79
H -0.546 0.310 -1.984 0.24
H -1.531 -0.967 -1.011 0.24
H -1.484 0.827 -0.428 0.24
C 1.446 -0.725 0.531 -1.03
C 1.627 -0.077 1.576 -0.22
H 1.632 0.586 2.427 0.32
```

Calculated values
net charge	-1
highest occupied orbital energy (alpha / beta)	-3.1381 / -3.2683	eV
multiplicity	2


The structure with the least stability is i).


i) Here is an isolated molecule of C4N2 from the OMol25 dataset. Energies are from ωB97M-V/def2-TZVPD.

Geometry as XYZ:
```
6
Properties=species:S:1:pos:R:3:mulliken_charge:R:1
N -1.294 -1.966 -1.907 -0.34
C -0.518 -1.307 -1.331 0.13
C 0.138 -0.624 -0.339 0.43
C 0.234 0.306 0.429 0.22
C 0.562 1.356 1.236 -0.09
N 0.877 2.234 1.912 -0.35
```

Calculated values
net charge	0
highest occupied orbital energy	-11.4807	eV
SMILES string	N#CC#CC#N


ii) Here is an isolated molecule of C4N2 from the OMol25 dataset. Energies are from ωB97M-V/def2-TZVPD.

Geometry as XYZ:
```
6
Properties=species:S:1:pos:R:3:mulliken_charge:R:1
N 1.418 -1.274 2.470 -0.39
C 0.952 -0.625 1.560 -0.12
C 0.465 -0.115 0.414 0.43
C -0.090 0.201 -0.678 0.56
C -0.847 0.730 -1.572 -0.10
N -1.897 1.084 -2.194 -0.38
```

Calculated values
net charge	0
highest occupied orbital energy	-10.8873	eV
SMILES string	N#CC#CC#N


The structure with the least stability is ii).


i) Here is an isolated molecule of C4H4N2O4 from the OMol25 dataset. Energies are from ωB97M-V/def2-TZVPD.

Geometry as XYZ:
```
14
Properties=species:S:1:pos:R:3:mulliken_charge:R:1
O -1.419 -2.033 -1.256 -0.54
C -1.672 -1.080 -0.548 0.61
O -2.247 -1.155 0.667 -0.48
N -1.730 0.252 -0.939 -0.38
C -0.864 1.191 -0.907 0.01
C 0.415 1.152 -0.298 -0.48
C 1.354 0.235 -0.283 0.27
N 2.470 -0.374 -0.050 0.57
O 3.491 -0.356 -0.771 -0.64
O 2.418 -1.447 0.851 -0.40
H -2.390 -2.129 0.959 0.37
H -1.176 2.096 -1.396 0.45
H 0.423 2.105 0.437 0.25
H 3.420 -1.744 0.860 0.38
```

Calculated values
net charge	0
highest occupied orbital energy (alpha / beta)	-9.5364 / -9.5358	eV
SMILES string	O=C(O)/N=C\C=C=[N+]([O-])O


ii) Here is a 2-piece molecular cluster, C4H4N2O4 overall from the OMol25 dataset. Energies are from ωB97M-V/def2-TZVPD.

Geometry as XYZ:
```
14
Properties=species:S:1:pos:R:3:mulliken_charge:R:1
C 0.393 -1.009 1.861 -0.39
C -0.547 -1.692 1.677 0.12
N -1.778 -2.393 1.540 0.79
O -2.188 -2.399 0.375 -0.47
O -2.272 -2.818 2.549 -0.48
H 1.217 -0.372 2.148 0.43
C -0.082 0.099 -1.981 -0.67
C 0.346 1.080 -1.221 0.31
N 1.267 1.746 -0.720 0.55
O 1.907 1.426 0.231 -0.58
O 1.355 3.116 -1.121 -0.42
H -1.193 -0.091 -2.123 0.21
H 0.495 -0.432 -2.724 0.28
H 1.079 3.737 -0.492 0.33
```

Calculated values
net charge	0
highest occupied orbital energy	-9.5270	eV
SMILES string	C#C[N+](=O)[O-].C=C=[N+]([O-])O


The structure with the least stability is ii).


i) Here is HIN3P as an isolated structure from the OMol25 dataset. Energies are from ωB97M-V/def2-TZVPD.

Geometry as XYZ:
```
6
Properties=species:S:1:pos:R:3:mulliken_charge:R:1
N 1.715 -0.097 1.340 0.00
N 1.925 0.605 0.533 0.03
N 0.720 -0.765 -2.026 -0.31
P 0.377 0.460 -1.290 0.25
I -2.110 0.327 1.332 -0.09
H -2.626 -0.531 0.111 0.12
```

Calculated values
net charge	0
highest occupied orbital energy	-10.2589	eV


ii) Here is an isolated molecule of HIN3P from the OMol25 dataset. Energies are from ωB97M-V/def2-TZVPD.

Geometry as XYZ:
```
6
Properties=species:S:1:pos:R:3:mulliken_charge:R:1
H 1.402 -1.625 -0.322 0.29
N 1.172 -0.909 0.454 -0.52
N 0.783 0.126 0.058 0.62
N 0.407 1.243 -0.014 -0.28
P -1.428 1.723 -0.034 -0.01
I -2.337 -0.558 -0.141 -0.12
```

Calculated values
net charge	0
highest occupied orbital energy	-7.5111	eV
SMILES string	[H]/N=N/N=P\I


The structure with the least stability is ii).